# C5H7N3

One molecule with the formula C5H7N3 in a non-equilibrium geometry (the ωB97M-V functional and the def2-TZVPD basis, the OMol25 dataset).

Values from the calculation:
* structure (SMILES): [H]/N=C1/NC=N[C@H]2C[C@H]12
* electronic energy: -9765.20003 eV
* HOMO energy: -0.3217 Eh
* LUMO energy: 0.986 eV

Each atom is followed by the atoms it is bonded to, with distances in Å.
CARTESIAN COORDINATES (ANGSTROEM)
1 H -1.007 -0.623 -2.386  C5 1.073
2 H 0.312 -0.121 2.542  N14 0.955
3 C -0.519 0.410 -0.535  C5 1.520, C8 1.450, H10 1.129, C11 1.529
4 H 0.316 2.755 0.361  N15 1.052
5 C -0.258 0.032 -1.984  H1 1.073, C3 1.520, C8 1.472, H13 1.048
6 H -0.260 -2.109 1.986  C9 1.131
7 H 1.458 -0.229 -0.832  C8 1.052
8 C 0.472 -0.594 -0.870  C3 1.450, C5 1.472, H7 1.052, N12 1.429
9 C -0.046 -1.424 1.111  H6 1.131, N12 1.274, N14 1.383
10 H -1.529 0.032 -0.199  C3 1.129
11 C 0.123 0.931 0.752  C3 1.529, N14 1.406, N15 1.237
12 N 0.235 -1.764 -0.084  C8 1.429, C9 1.274
13 H 0.101 0.829 -2.562  C5 1.048
14 N -0.010 -0.148 1.643  H2 0.955, C9 1.383, C11 1.406
15 N 0.611 2.025 1.058  H4 1.052, C11 1.237

Löwdin population analysis, charges in e, atoms 1 to 4:
1. H 0.11
2. H 0.10
3. C -0.18
4. H 0.08